1.
CH5S3 | ωB97M-V with the def2-TZVPD basis set

Structure (XYZ):
```
9
Properties=species:S:1:pos:R:3:forces:R:3
S -2.778553 -0.034114 -1.579414 -0.0135 0.0593 -0.0416
H -2.157387 -0.971654 -2.304651 0.0030 -0.0045 0.0129
C 2.851165 -0.288501 1.131705 0.0512 0.6536 -0.8072
S 1.544783 0.571000 0.190966 -0.1394 -0.1163 0.2102
S -0.199321 -0.285595 0.928590 0.1131 0.1044 0.0699
H 3.130127 0.230466 2.047307 -0.2059 -0.1166 0.1726
H 3.703169 -0.256816 0.444788 0.1507 -0.2412 0.2219
H 2.526855 -1.304190 1.301563 0.0337 -0.2576 0.1539
H -1.742885 0.021244 -0.661175 0.0071 -0.0811 0.0074
```
Forces are in eV/Å.

The LUMO energy is 3.4884 eV. The calculation puts the HOMO energy at -2.47 eV. As for the total charge: -1. As for the total energy: -1235.70348 Ha. The value obtained for the relative energy (zero: lowest compared OMol25 entry of this formula, charge and spin) is 2.29 kcal/mol. The orbital gap comes out at 5.959 eV.

=====

2.
C2H6N2O | ωB97M-V with the def2-TZVPD basis set

Structure (XYZ):
```
11
Properties=species:S:1:pos:R:3:forces:R:3
C -0.977017 -0.663981 0.055853 0.4248 -0.7958 0.3297
C 1.489559 -0.428192 -0.070636 0.2493 0.6453 0.1625
H -1.471772 -0.510115 1.050899 0.6242 -0.0506 -0.5688
H -1.667270 -0.354763 -0.707026 -0.6585 -0.3357 -0.3827
H -0.651690 -1.712873 -0.045326 -0.7080 0.2273 -0.0034
H -0.569291 1.560977 0.828815 0.2020 0.7110 -0.5629
H -0.392595 1.862274 -0.839009 0.0792 -0.1131 0.7634
H 1.445871 -1.526108 -0.225121 0.0428 0.1732 0.1378
N 0.207660 0.112238 -0.151089 1.4634 -0.1084 0.2699
N 0.049501 1.485670 0.012465 -0.3310 0.2533 0.1626
O 2.537045 0.174871 0.090179 -1.3882 -0.6064 -0.3080
```
Forces are in eV/Å.

The LUMO energy is 0.7299 eV. The structure (SMILES) is CN(N)C=O. The calculation puts the HOMO energy at -9.50 eV. As for the total energy: -264.51432 Ha. The value obtained for the relative energy (zero: lowest compared OMol25 entry of this formula, charge and spin) is 45.80 kcal/mol. The orbital gap comes out at 10.230 eV.

=====

3.
C10H22Cl3N3O3 | ωB97M-V with the def2-TZVPD basis set

Structure (XYZ):
```
41
Properties=species:S:1:pos:R:3:forces:R:3
C -3.541825 2.476059 1.920873 -0.2711 0.0682 3.0791
O -3.386448 2.915785 3.081333 -0.1056 -0.4252 -2.3292
N -3.966409 1.206477 1.677271 0.6183 1.3762 0.3480
C -4.001910 0.770285 0.332009 0.2523 -0.9681 -0.8518
C -4.148789 0.239044 2.756141 -0.4889 0.4550 -0.4991
H -3.416926 3.110807 1.023058 0.0658 -0.2928 0.1651
H -3.993897 1.593910 -0.397452 0.2093 -0.1664 0.4316
H -4.914237 0.209576 0.150604 -0.1791 -0.2279 -0.1229
H -3.138468 0.101049 0.173554 -0.2685 0.1435 -0.4149
H -5.222223 0.079266 2.843078 -0.1821 -0.1746 0.2536
H -3.675160 -0.724749 2.538609 0.1301 0.3957 -0.0416
H -3.765895 0.693570 3.663307 0.0662 -0.1675 0.0295
C -0.614028 -0.705796 3.417726 -0.0327 1.6776 -1.4765
O -1.291493 0.133444 2.796275 1.6489 -1.7031 1.0654
N 0.764385 -0.783939 3.421727 -1.3983 0.5113 -0.2120
C 1.409627 -1.608545 4.381550 1.1661 -1.4957 -0.4236
C 1.594418 0.148769 2.655662 -1.3751 -1.1805 -0.1389
H -1.077321 -1.512353 3.997746 -0.0593 -0.0047 0.1877
H 0.704246 -2.352109 4.732888 -0.0840 -0.0485 0.3523
H 1.847220 -1.063472 5.200351 -0.0889 0.4513 0.5702
H 2.278655 -2.192452 3.964597 -0.8313 0.5312 -0.0663
H 0.884474 0.783541 2.123910 0.3333 0.1968 -0.0297
H 2.187836 0.698035 3.370284 0.5654 0.2971 -0.2175
H 2.135928 -0.493668 1.939062 0.3448 0.7524 0.2891
C 2.072862 -1.417137 -4.452092 -1.0643 -0.8463 -0.5015
O 0.877534 -1.095794 -4.448745 1.8130 -0.2163 -0.0014
N 3.138659 -0.664111 -4.166030 -1.1437 1.9262 0.1640
C 4.433026 -1.186125 -4.178406 0.7502 -1.9405 0.6850
C 3.013067 0.775699 -3.994443 -0.5737 -0.7528 -1.1790
H 2.460089 -2.430215 -4.752238 -0.8682 0.2869 0.2414
H 4.921589 -1.149301 -3.189556 -0.0421 0.4499 -0.3306
H 5.060182 -0.748074 -4.953350 0.1153 -0.1217 -0.0217
H 4.237697 -2.260507 -4.311319 0.9189 0.0947 -0.4420
H 3.742299 1.248180 -4.687637 -0.5566 0.0680 0.6388
H 1.972252 0.983900 -4.264303 0.3611 0.4960 -0.0760
H 3.157969 1.013690 -2.967413 0.3775 0.5897 0.7727
C -0.491413 0.568149 -2.340937 1.0452 1.3496 0.1272
Cl -0.377840 2.368903 -1.887896 0.1219 -1.2315 0.0681
Cl -2.032641 0.320514 -3.049574 -0.8827 -0.5508 0.0957
Cl -0.054249 -0.496065 -0.956493 -0.4394 0.6866 -0.8417
H 0.217157 0.445758 -3.163730 0.0318 -0.2890 0.6533
```
Forces are in eV/Å.

The LUMO energy is 0.3838 eV. The structure (SMILES) is ClC(Cl)Cl.CN(C)C=O.CN(C)C=O.CN(C)C=O. The calculation puts the HOMO energy at -8.43 eV. As for the total energy: -2164.75822 Ha. The value obtained for the relative energy (zero: lowest compared OMol25 entry of this formula, charge and spin) is 20.12 kcal/mol. The orbital gap comes out at 8.814 eV.

=====

4.
C5H10O | ωB97M-V with the def2-TZVPD basis set

Structure (XYZ):
```
16
Properties=species:S:1:pos:R:3:forces:R:3
C 2.462609 -0.235478 0.329026 0.0765 -0.7924 0.2423
C 0.230559 -0.068932 -0.692755 -1.6854 -0.5178 0.1329
C -0.554363 -0.022548 0.546685 1.6986 1.5768 1.5713
O -0.336297 -0.653346 1.642205 1.0583 -2.7670 -2.1122
C -1.744591 0.853564 0.508352 0.4060 -0.0496 -0.2319
C -1.849618 0.011509 -0.757242 -0.6792 0.2351 -0.3670
H 2.997479 -0.684973 -0.511819 -0.3457 -0.0552 -0.1707
H 3.003020 -0.583386 1.206854 -0.0646 0.3584 0.2404
H 2.505464 0.866714 0.221689 -0.3311 -0.5917 0.3629
H 0.582768 -0.997551 -1.120405 -0.1386 0.1896 0.2628
H 0.423547 0.826424 -1.314088 -0.4237 -0.5176 0.7163
H 0.880719 -1.577512 1.250992 -0.5514 3.2067 -0.1649
H -2.419577 0.588611 1.338967 0.2801 0.3586 -0.5329
H -1.617630 1.918735 0.332042 0.0268 -0.0525 0.1022
H -2.547845 -0.809121 -0.653002 0.4048 -0.4214 -0.1590
H -1.997191 0.563544 -1.684146 0.2687 -0.1600 0.1076
```
Forces are in eV/Å.

The LUMO energy is 0.0839 eV. The calculation puts the HOMO energy at -7.06 eV. As for the total energy: -271.44350 Ha. The value obtained for the relative energy (zero: lowest compared OMol25 entry of this formula, charge and spin) is 193.97 kcal/mol. The orbital gap comes out at 7.143 eV.

=====

5.
C2H8N3O2 | ωB97M-V with the def2-TZVPD basis set

Structure (XYZ):
```
15
Properties=species:S:1:pos:R:3:forces:R:3
C 0.072317 -0.178566 -2.517690 3.1741 1.7247 -0.5257
C 0.639927 1.216130 1.890080 -1.2076 -0.4193 3.7861
N -1.291418 -0.738939 1.463444 0.0348 0.1365 -0.1835
N -0.326323 -1.371460 -0.442661 -0.0261 -2.1785 -3.8038
N -0.432058 -0.696098 0.617387 1.2470 2.8736 2.1412
O 0.553786 -1.058715 -1.473423 -0.0115 0.1852 1.0993
O 0.915033 0.432657 0.842356 -1.3066 -2.7271 -2.2280
H -0.392563 0.742067 -2.176195 0.1428 -0.0291 0.4714
H -0.512779 -0.588329 -3.284568 -1.1027 -1.3823 -0.5796
H 1.093475 0.076705 -3.045211 -1.9991 -0.2861 1.1561
H -0.435933 1.537800 1.946204 0.5837 0.1770 -0.3008
H 1.206184 2.113539 1.714870 0.3170 0.6750 -0.1343
H 0.899790 0.801977 2.970426 -0.2251 0.4927 -2.1979
H -1.122766 -0.051372 2.234567 0.0741 -0.6571 -0.2915
H -0.866675 -2.237395 -0.739585 0.3051 1.4148 1.5909
```
Forces are in eV/Å.

The LUMO energy is -6.3617 eV. The calculation puts the HOMO energy at -15.71 eV. As for the total charge: +1. As for the total energy: -395.20126 Ha. The value obtained for the relative energy (zero: lowest compared OMol25 entry of this formula, charge and spin) is 223.44 kcal/mol. The orbital gap comes out at 9.344 eV.

=====

6.
C56H35ClI4N5OPt | ωB97M-V with the def2-TZVPD basis set

Structure (XYZ):
```
103
Properties=species:S:1:pos:R:3:forces:R:3
Pt -0.268611 0.180871 -0.303848 0.0170 0.0353 0.0696
I 4.299438 3.856542 7.519362 0.0527 0.0526 0.0971
C 3.288817 3.050465 5.890889 -0.0701 -0.0794 -0.1060
C 3.256345 3.741887 4.688148 0.0146 -0.0001 0.0372
C 2.591468 3.192479 3.603692 0.0357 0.0204 0.0164
C 1.956652 1.956979 3.700943 0.0123 0.0375 -0.0661
C 1.990703 1.286612 4.918958 -0.0910 -0.0145 0.0633
C 2.651558 1.823500 6.012838 0.0388 0.0706 0.0045
C 1.260882 1.388010 2.515586 -0.0945 0.0724 0.0203
C 1.657094 0.145697 2.049821 0.0253 -0.2303 -0.0578
C 2.710685 -0.660426 2.619483 -0.0216 0.0524 0.0201
C 2.708903 -1.838420 1.965487 -0.1446 -0.0425 -0.0731
C 1.670174 -1.767623 0.962267 0.1639 0.0567 0.1140
C 1.398498 -2.781760 0.050127 -0.0017 -0.0682 -0.0013
C 2.123997 -4.074292 0.218558 -0.0192 0.1067 -0.0052
C 3.037119 -4.509366 -0.737740 0.0249 -0.0167 0.0007
C 3.725079 -5.701814 -0.573630 -0.0041 -0.0067 0.0215
C 3.497920 -6.468702 0.560515 -0.0673 0.1127 -0.0094
I 4.523442 -8.259240 0.814855 0.0701 -0.1236 0.0163
C 2.594633 -6.050552 1.526031 -0.0101 0.0067 -0.0260
C 1.915619 -4.854145 1.349845 0.0094 -0.0451 0.0196
C 0.546828 -2.644866 -1.037957 -0.0303 0.0328 -0.1057
N -0.114875 -1.505519 -1.392493 0.0139 0.0170 -0.1122
C -0.697916 -1.738277 -2.606422 0.0208 -0.2012 0.1326
C -1.458843 -0.840561 -3.342130 0.0415 -0.0544 -0.0248
C -1.898620 -1.261895 -4.701232 0.0083 0.0154 0.0351
C -0.960263 -1.468432 -5.706981 0.0096 0.0054 -0.0151
C -1.353066 -1.866786 -6.975291 -0.0327 -0.0039 -0.0222
C -2.700559 -2.061764 -7.242575 0.0423 0.0417 0.1261
I -3.301384 -2.653802 -9.142736 -0.0365 -0.0437 -0.1266
C -3.651536 -1.864387 -6.251875 0.0377 -0.0084 -0.0196
C -3.244134 -1.465068 -4.987953 -0.0463 -0.0456 -0.0011
C -1.851809 0.409863 -2.881870 -0.0679 0.0382 0.0409
C -2.685610 1.332325 -3.608864 -0.0159 0.0108 0.0135
C -2.940278 2.369431 -2.783709 -0.0156 -0.0435 0.0098
C -2.245714 2.108385 -1.548574 0.0829 -0.0603 -0.1429
N -1.574234 0.922511 -1.649533 0.0419 0.1294 0.0054
C -2.238926 2.961157 -0.452979 -0.0569 0.0837 0.0647
C -1.406008 2.819362 0.649728 0.1891 0.0557 0.0344
C -1.390351 3.694163 1.794157 -0.0270 -0.0830 0.0089
C -0.390645 3.274402 2.599532 0.0965 -0.0123 -0.0915
C 0.215745 2.130775 1.963502 -0.0498 0.0979 0.1341
N -0.428885 1.870267 0.793408 -0.2166 -0.1217 0.0402
C -3.169663 4.122543 -0.478600 0.0180 -0.0181 0.0145
C -2.688443 5.426917 -0.425955 0.0549 0.0404 -0.0531
C -3.552371 6.510241 -0.450492 -0.0601 -0.0277 -0.0038
C -4.920508 6.288372 -0.527355 0.1294 -0.1161 0.0030
I -6.226417 7.903484 -0.565937 -0.0994 0.1212 -0.0016
C -5.420897 4.995462 -0.579013 -0.0204 0.0313 0.0090
C -4.544374 3.922104 -0.554465 -0.0082 -0.0071 0.0221
C -0.435754 -3.103791 -3.003449 -0.0701 0.1057 -0.0110
C 0.310766 -3.665256 -2.033281 -0.0025 0.0433 0.0876
N 1.067593 -0.546267 1.024765 0.0923 0.0177 -0.1005
H 3.746825 4.701116 4.593759 0.0135 0.0014 0.0135
H 2.572528 3.726033 2.661858 -0.0204 -0.0163 -0.0013
H 1.475176 0.339751 5.022199 0.0169 -0.0145 -0.0262
H 2.661006 1.292244 6.954059 0.0104 -0.0050 0.0185
H 3.373194 -0.354189 3.411082 -0.0195 0.0239 0.0179
H 3.353401 -2.684961 2.127769 0.0363 -0.0163 -0.0114
H 3.216815 -3.904544 -1.617577 -0.0027 0.0151 -0.0192
H 4.435397 -6.026955 -1.321062 0.0047 -0.0045 -0.0052
H 2.410190 -6.651057 2.405745 -0.0004 -0.0120 0.0082
H 1.208064 -4.523211 2.098248 -0.0127 0.0002 0.0057
H 0.089291 -1.310397 -5.494088 0.0180 0.0075 0.0069
H -0.613365 -2.020827 -7.748396 0.0017 0.0019 -0.0152
H -4.699925 -2.026862 -6.459707 -0.0093 0.0047 -0.0017
H -3.982761 -1.321414 -4.209182 -0.0019 0.0148 0.0104
H -3.025312 1.199674 -4.621839 0.0124 -0.0137 -0.0080
H -3.524308 3.249135 -2.993594 0.0003 0.0157 0.0052
H -2.075667 4.506855 1.965149 0.0043 -0.0053 0.0016
H -0.100580 3.675769 3.555051 0.0199 0.0267 0.0202
H -1.619780 5.597222 -0.375219 -0.0121 -0.0066 -0.0091
H -3.159691 7.516529 -0.414647 -0.0108 0.0245 -0.0049
H -6.486744 4.822352 -0.631745 -0.0115 0.0100 -0.0017
H -4.932402 2.911708 -0.584267 -0.0053 -0.0090 -0.0099
H -0.807937 -3.564673 -3.902445 -0.0055 -0.0159 -0.0136
H 0.665524 -4.679773 -1.976838 0.0294 -0.0127 -0.0040
O 2.015788 1.225043 -1.813875 0.0941 0.0416 -0.3245
N 2.911417 1.657257 -1.021047 -0.0758 -0.0800 0.2072
C 2.994447 2.982598 -0.731530 -0.0152 -0.0562 -0.0005
C 3.931363 3.456298 0.157931 -0.0110 0.0186 -0.0166
C 4.809564 2.584514 0.785304 -0.0178 -0.0010 -0.0340
C 4.710708 1.236395 0.480885 0.0033 -0.0274 0.0207
C 3.763970 0.791258 -0.413827 -0.0250 0.0560 -0.0499
H 2.267384 3.582790 -1.255823 0.0092 0.0300 0.0159
H 3.959157 4.519407 0.353101 0.0121 0.0174 0.0086
H 5.542717 2.945577 1.490978 0.0227 0.0020 0.0199
H 5.358103 0.505181 0.943969 0.0124 0.0001 0.0089
H 3.605441 -0.239247 -0.693117 0.0177 -0.0090 0.0229
Cl -1.134900 -6.181340 2.844471 0.0158 0.0541 -0.0233
C -1.502864 -4.551114 2.348150 0.0370 -0.1259 0.0620
C -1.175101 -3.492693 3.187565 -0.0379 0.0472 -0.0424
C -1.494277 -2.205615 2.806127 0.0593 -0.0700 0.0782
C -2.160382 -1.945224 1.591289 0.0251 0.2886 -0.1326
C -2.508668 -0.624372 1.214742 -0.3669 -0.2737 0.3132
C -2.437723 -3.042972 0.751219 0.0001 -0.1009 -0.0452
C -2.117404 -4.332664 1.122174 -0.0032 0.0827 0.0089
H -0.685294 -3.682623 4.132967 0.0103 -0.0294 0.0075
H -1.238649 -1.378185 3.457360 -0.0113 0.0312 -0.0067
H -2.407587 0.180803 1.930138 0.1186 0.0404 -0.0600
H -3.166666 -0.457620 0.373594 0.1122 0.0224 -0.1028
H -2.913808 -2.868187 -0.206117 -0.0113 0.0263 -0.0171
H -2.344957 -5.166629 0.473465 0.0065 -0.0368 -0.0011
```
Forces are in eV/Å.

The LUMO energy (alpha / beta) is -1.2321 / -1.2234 eV. The calculation puts the HOMO energy (alpha / beta) at -6.64 / -7.26 eV. As for the total energy: -4274.32186 Ha. Its spin multiplicity is 2. The value obtained for the relative energy (zero: lowest compared OMol25 entry of this formula, charge and spin) is 0.00 kcal/mol. The orbital gap (alpha / beta) comes out at 5.409 / 6.036 eV.